Entry 1:
# C25H22N3O3PSV

A molecular structure, C25H22N3O3PSV in a non-equilibrium geometry (the ωB97M-V functional and the def2-TZVPD basis, the Open Molecules 2025 dataset).

XYZ file:
```
56
Properties=species:S:1:pos:R:3:forces:R:3:mulliken_spin:R:1
V -17.277 -1.608 0.041 -0.66 -0.10 -0.27 1.224
O -17.927 -4.372 -2.359 -0.91 1.44 1.85 -0.003
C -18.391 -3.828 -1.412 0.56 -0.39 -1.34 -0.001
O -18.229 -2.280 -1.235 0.69 -1.77 0.34 -0.064
C -19.164 -4.327 -0.205 -0.73 1.68 -1.40 0.003
P -18.381 -3.603 1.260 -0.03 -0.14 0.25 -0.040
C -17.259 -4.956 1.688 0.34 0.50 -0.57 -0.013
C -16.588 -5.585 0.618 0.48 -1.57 2.60 0.005
C -15.885 -6.767 0.958 -0.06 1.32 -0.39 0.002
C -15.821 -7.281 2.264 -1.05 1.43 -1.12 -0.004
C -16.522 -6.609 3.266 1.16 -0.66 0.29 0.002
C -17.135 -5.395 3.003 -0.59 -1.10 -0.63 -0.005
C -19.706 -3.668 2.481 0.38 -0.51 -1.32 -0.004
C -20.772 -4.520 2.239 -0.95 0.09 0.77 -0.003
C -21.721 -4.765 3.251 1.41 0.53 -1.13 0.001
C -21.479 -4.282 4.527 -0.07 -0.03 -0.42 -0.001
C -20.390 -3.471 4.754 1.13 -0.12 -0.21 0.001
C -19.511 -3.150 3.715 0.19 1.52 1.90 -0.001
H -19.262 -5.398 -0.156 0.14 -0.35 -0.26 -0.002
H -20.172 -3.843 -0.334 0.77 -0.44 0.19 0.000
H -16.531 -5.235 -0.387 -0.20 0.22 -0.46 -0.001
H -15.334 -7.163 0.126 0.25 -0.71 0.06 0.000
H -15.256 -8.159 2.440 0.31 -0.74 0.30 0.000
H -16.510 -7.054 4.269 -0.10 0.49 -0.34 0.000
H -17.697 -4.955 3.789 -0.29 0.56 0.48 0.000
H -20.860 -4.962 1.269 -0.48 -0.30 -0.13 0.000
H -22.584 -5.317 2.974 -0.61 -0.58 0.17 0.000
H -22.129 -4.559 5.323 -0.41 -0.05 0.51 0.000
H -20.068 -3.197 5.740 -0.42 0.35 0.39 0.000
H -18.698 -2.429 3.921 -0.29 -0.66 -0.07 0.001
S -15.566 -2.428 1.272 0.25 -0.21 0.10 -0.089
C -14.617 -1.274 0.332 0.65 0.40 -0.33 0.009
C -13.224 -1.029 0.275 -1.09 -0.80 -0.11 -0.008
C -12.826 -0.103 -0.683 1.55 -0.03 0.26 0.009
C -13.754 0.568 -1.478 -0.64 0.62 0.21 -0.001
C -15.114 0.304 -1.354 2.47 -1.98 1.40 0.010
N -15.507 -0.661 -0.471 0.11 1.10 -0.67 -0.002
H -12.519 -1.653 0.859 -0.58 0.73 -0.35 0.000
H -11.718 0.076 -0.807 -1.48 -0.07 0.06 0.000
H -13.455 1.367 -2.149 0.13 -0.33 -0.08 0.000
H -15.778 0.693 -2.051 -1.38 0.73 -0.84 -0.003
N -18.291 3.540 -1.806 0.12 1.09 0.21 0.000
C -18.480 3.709 -0.440 0.45 -0.21 -1.19 0.000
O -18.332 4.721 0.186 -0.12 0.04 -0.02 0.000
C -18.720 2.395 0.242 -0.18 -0.08 0.57 0.000
C -19.362 2.367 1.473 -0.29 0.24 0.62 0.002
C -19.510 1.191 2.229 -0.70 2.84 0.21 0.005
C -19.027 0.099 1.661 1.52 -0.80 -1.69 -0.017
N -18.295 0.095 0.516 0.16 0.00 -0.25 -0.025
C -18.141 1.232 -0.204 0.45 -0.76 0.17 0.009
H -18.112 4.381 -2.375 -0.26 -0.63 0.61 0.000
H -18.832 2.824 -2.257 -0.08 -0.03 -0.17 0.000
H -19.724 3.311 1.848 -0.06 0.18 0.14 0.000
H -19.945 1.174 3.228 -0.10 0.06 -0.45 0.000
H -19.138 -0.818 2.119 -0.12 -1.96 0.89 0.015
H -17.469 1.213 -1.084 -0.76 -0.06 0.70 -0.008
```
Positions in Å, forces in eV/Å.

Results
- Spin multiplicity: 2
- M: 526.45 g mol⁻¹
- HOMO level (alpha / beta): -14.6 / -14.6 eV
- <S²>: 0.777
- Relative energy (zero: lowest compared OMol25 entry of this formula, charge and spin): 1.8 kcal/mol
- Net charge: +2



Entry 2:
# C16H26Cl2N3

2 unconnected molecules or ions with the total composition C16H26Cl2N3 in a non-equilibrium geometry (the ωB97M-V functional and the def2-TZVPD basis, the Open Molecules 2025 dataset).

XYZ file:
```
47
Properties=species:S:1:pos:R:3:forces:R:3:mulliken_charge:R:1
C 4.407 1.708 -2.908 0.46 -0.19 0.04 -1.333
C 3.893 2.693 -3.876 0.19 0.16 -0.25 0.539
Cl 5.067 3.565 -4.766 0.30 0.09 -0.05 -0.179
C 2.608 2.934 -4.055 -0.15 0.25 -0.61 -0.373
Cl 2.073 4.124 -5.177 -0.07 0.24 -0.06 -0.177
C 1.545 2.228 -3.266 -0.49 0.59 -0.30 0.682
C 1.550 2.772 -1.920 0.23 1.09 2.78 0.164
N 1.598 3.238 -0.852 -0.14 -0.97 -1.98 -0.551
C 0.126 2.399 -3.859 0.78 -0.26 0.38 -0.730
C -0.683 1.281 -3.455 -1.27 -0.19 0.14 0.086
N -1.453 0.496 -3.128 0.29 -0.28 0.14 -0.458
H 3.777 0.838 -2.850 -0.36 -0.33 0.18 0.311
H 5.376 1.365 -3.223 0.42 -0.13 -0.11 0.440
H 4.526 2.149 -1.928 -0.06 0.12 0.38 0.320
H 1.761 1.180 -3.173 0.24 -0.58 -0.17 0.342
H 0.148 2.477 -4.930 0.05 -0.08 -0.45 0.558
H -0.300 3.301 -3.458 -0.34 0.44 -0.03 0.405
C -0.793 1.386 0.349 -0.19 0.11 0.16 -1.242
C -0.153 1.160 1.717 -0.08 0.09 -0.30 -0.576
C 0.148 -0.278 2.107 0.11 0.33 0.14 -0.677
N -1.029 -1.225 2.250 0.24 -0.12 0.02 0.183
C -0.537 -2.377 3.101 -0.12 -0.19 0.04 -0.583
C -1.522 -3.527 3.194 -0.12 -0.08 -0.07 -0.722
C -1.922 -4.030 1.814 0.00 -0.02 -0.02 -0.674
C -2.445 -2.879 0.965 -0.04 -0.13 0.14 -0.787
C -1.441 -1.742 0.891 -0.30 -0.10 -0.13 -0.435
C -2.157 -0.542 2.937 -0.07 -0.03 -0.08 -1.071
H -1.854 1.133 0.352 -0.01 -0.01 -0.10 0.330
H -0.726 2.441 0.089 0.03 -0.05 0.00 0.555
H -0.305 0.817 -0.443 0.01 -0.02 0.03 0.192
H -0.745 1.652 2.490 0.02 -0.02 0.05 0.352
H 0.811 1.673 1.727 0.07 -0.09 0.04 0.447
H 0.641 -0.272 3.079 -0.02 -0.06 0.03 0.402
H 0.828 -0.742 1.394 -0.03 -0.05 -0.04 0.403
H 0.395 -2.712 2.645 0.03 0.03 -0.02 0.427
H -0.319 -1.966 4.085 0.07 0.06 -0.01 0.469
H -1.057 -4.331 3.765 0.09 0.08 0.06 0.388
H -2.408 -3.232 3.760 0.01 0.01 0.02 0.331
H -2.677 -4.809 1.901 0.00 -0.01 0.00 0.387
H -1.055 -4.483 1.323 0.01 0.01 0.00 0.295
H -3.400 -2.521 1.357 0.00 0.01 -0.02 0.322
H -2.643 -3.224 -0.049 0.03 0.13 -0.07 0.410
H -1.855 -0.908 0.333 0.13 0.04 -0.01 0.259
H -0.529 -2.075 0.397 0.05 0.01 0.04 0.390
H -2.546 0.237 2.290 0.01 0.05 0.03 0.339
H -1.785 -0.118 3.866 -0.03 0.04 0.02 0.355
H -2.942 -1.259 3.144 -0.01 -0.01 0.04 0.484
```
Positions in Å, forces in eV/Å.

Results
- M: 331.31 g mol⁻¹
- HOMO level: -11.6 eV
- Net charge: +1



Entry 3:
# C19H34N2O6Re

A molecular structure, C19H34N2O6Re in a non-equilibrium geometry (the ωB97M-V functional and the def2-TZVPD basis, the Open Molecules 2025 dataset).

XYZ file:
```
62
Properties=species:S:1:pos:R:3:forces:R:3:mulliken_spin:R:1
Re -0.213 -1.048 -0.542 1.95 -0.60 -0.06 0.969
C -0.385 -3.476 3.076 -0.01 0.22 -0.01 -0.001
C -1.215 -2.496 2.269 -1.25 -1.10 -0.73 0.003
C -2.516 -2.079 2.948 0.40 0.02 0.15 0.000
O -0.464 -1.321 1.927 0.44 0.65 -0.99 0.006
C -1.659 -3.227 0.915 -0.56 -0.77 4.47 -0.007
O -2.390 -4.170 0.987 0.33 0.30 -0.82 0.013
O -1.157 -2.673 -0.120 1.44 2.21 -3.39 0.021
H -0.085 -3.037 4.027 0.02 0.04 0.08 0.000
H 0.499 -3.786 2.521 0.12 -0.04 -0.03 0.001
H -0.978 -4.363 3.284 -0.04 -0.02 -0.01 0.000
H -2.314 -1.618 3.911 0.02 0.05 0.09 0.000
H -3.143 -2.954 3.095 -0.02 -0.01 -0.02 0.000
H -3.049 -1.362 2.326 -0.10 0.08 -0.07 0.000
H 0.393 -1.362 2.381 -0.09 0.07 -0.20 0.000
C 2.906 -2.282 0.408 0.27 0.13 -0.09 0.042
C 3.703 -1.254 -0.395 -0.08 -0.04 -0.15 -0.008
C 3.428 -1.348 -1.897 0.05 0.02 0.14 0.006
C 3.502 0.168 0.073 -0.91 -0.12 0.02 0.007
C 4.602 0.886 0.506 -0.01 0.29 0.02 0.010
C 4.508 2.212 0.892 -0.24 -0.07 -0.10 -0.027
C 3.277 2.853 0.851 0.28 -0.16 0.04 0.008
C 2.137 2.191 0.444 -0.47 -0.66 -0.41 -0.015
C 0.817 2.924 0.420 -0.12 -0.15 -0.02 -0.002
C 0.277 2.991 -1.012 0.12 0.06 0.16 0.005
C -0.153 2.316 1.440 0.18 0.15 -0.10 0.011
C 2.226 0.820 0.042 3.61 2.02 1.51 -0.038
O 1.150 0.177 -0.330 -4.01 -2.87 -1.11 -0.107
H 3.237 -3.283 0.145 -0.06 -0.14 -0.01 0.002
H 1.833 -2.234 0.184 -0.08 -0.10 0.06 -0.017
H 3.066 -2.139 1.475 -0.11 -0.04 0.13 0.001
H 4.762 -1.489 -0.242 -0.13 0.07 0.04 0.003
H 2.401 -1.076 -2.133 0.12 -0.04 -0.10 -0.001
H 3.602 -2.361 -2.247 0.00 -0.13 -0.10 0.000
H 4.095 -0.679 -2.435 0.02 0.03 -0.12 0.001
H 5.568 0.403 0.530 0.05 -0.13 -0.03 0.000
H 5.388 2.748 1.212 0.08 0.04 0.05 0.000
H 3.210 3.888 1.148 -0.08 0.10 0.02 -0.001
H 1.002 3.953 0.740 0.06 -0.11 -0.03 0.000
H 0.166 2.000 -1.456 -0.04 0.06 -0.08 -0.002
H 0.976 3.554 -1.626 -0.04 0.00 -0.15 0.001
H -0.678 3.512 -1.035 -0.18 0.11 -0.04 0.000
H -0.343 1.256 1.260 -0.06 0.10 0.12 0.004
H -1.096 2.861 1.444 -0.17 0.04 0.01 0.000
H 0.277 2.414 2.433 -0.05 -0.08 0.15 0.001
N -5.174 1.893 -1.773 -0.34 -0.10 0.00 0.000
C -3.763 2.258 -2.120 0.91 -0.02 -0.17 0.009
C -2.790 1.066 -2.014 -0.26 0.19 -0.23 -0.006
N -2.230 0.786 -0.705 0.18 -0.26 0.08 0.129
H -5.815 2.673 -1.983 0.11 -0.27 0.11 0.000
H -5.279 1.658 -0.777 -0.04 0.05 -0.27 0.001
H -5.471 1.078 -2.330 -0.03 0.26 0.21 0.000
H -3.455 3.094 -1.486 -0.16 -0.10 -0.02 -0.001
H -3.761 2.604 -3.153 -0.21 0.01 0.04 0.000
H -1.958 1.281 -2.689 -0.15 -0.02 -0.03 -0.003
H -3.269 0.155 -2.378 0.12 0.07 -0.13 0.004
H -2.897 0.367 -0.070 0.01 0.11 0.19 0.007
H -1.796 1.605 -0.296 -0.11 -0.05 0.19 -0.033
O -1.923 -1.622 -2.425 -0.30 -0.07 0.29 0.002
C -0.899 -1.905 -3.045 -1.24 0.09 -0.81 0.012
O 0.240 -1.616 -2.573 0.79 0.60 2.18 -0.007
H -0.929 -2.384 -4.030 0.07 0.00 0.06 -0.001
```
Positions in Å, forces in eV/Å.

Results
- Spin multiplicity: 2
- M: 572.70 g mol⁻¹
- HOMO level (alpha / beta): -14.1 / -14.2 eV
- <S²>: 0.782
- Net charge: +2



E_tot list, top to bottom, in hartree: -3038.90122, -1709.65633, -1383.00355